This record from OMol25 describes the molecule C3H6N4. The level of theory is ωB97M-V/def2-TZVPD.

Geometry (Å):
N 1.461 0.802 -0.237
H -2.960 -0.085 -0.058
N -1.399 -1.133 -0.144
H 1.762 -1.208 0.634
C 0.290 0.398 -0.074
H 0.523 -1.741 -0.477
H -1.109 1.606 0.870
H 3.392 -0.287 0.440
N -0.060 -0.892 -0.076
C -1.967 0.017 0.071
N 2.306 -0.333 -0.035
H -1.169 1.728 -0.940
C -1.070 1.126 0.025

Values from the calculation:
ΔE to the lowest compared entry with this formula, charge and spin in kJ/mol: 478.9
Structure (SMILES): N/N=C1/CC=NN1
HOMO energy in eV: -7.9
E_tot in eV: -9163.8925
Molecular weight in g/mol: 98.11

This record from OMol25 describes the molecule C3H6N4. The level of theory is ωB97M-V/def2-TZVPD.

Geometry (Å):
H -0.294 2.928 0.858
C -0.154 1.941 0.418
H 1.149 -0.128 -1.338
H -0.040 -3.464 -0.182
N -0.561 -1.457 0.255
H 0.379 -2.271 -1.424
N 0.660 1.733 -0.573
N -0.790 0.846 0.925
N 0.569 0.405 -0.722
C 0.293 -2.425 -0.328
H -0.890 -1.730 1.191
H 1.307 -2.401 0.057
C -0.267 -0.120 0.185

Values from the calculation:
ΔE to the lowest compared entry with this formula, charge and spin in kJ/mol: 44.2
Structure (SMILES): CNc1ncn[nH]1
HOMO energy in eV: -8.7
E_tot in eV: -9168.3975
Molecular weight in g/mol: 98.11

This record from OMol25 describes the molecule C3H6N4. The level of theory is ωB97M-V/def2-TZVPD.

Geometry (Å):
C 1.493 0.902 -0.364
C 0.252 0.075 -0.078
H 1.405 -1.639 0.689
H 2.313 0.276 -0.323
H 1.195 1.321 -1.317
N -1.910 0.709 0.236
H -0.290 -1.376 1.563
N -0.796 1.043 0.507
C 0.377 -1.228 0.578
N -0.162 -1.053 -0.766
H 1.520 1.475 0.472
N -2.311 -0.292 -0.326
H -3.086 -0.213 -0.872

Values from the calculation:
ΔE to the lowest compared entry with this formula, charge and spin in kJ/mol: 642.0
HOMO energy (alpha / beta) in eV: -9.2 / -9.0
E_tot in eV: -9162.2025
Molecular weight in g/mol: 98.11

The highest E_tot belongs to which entry?
number 3

What is the formula in the first record?
C3H6N4

Which formula does entry 2 have?
C3H6N4

Which value of E_tot does entry 1 give?
-9163.8925 eV